Density functional theory data (ωB97M-V/def2-TZVPD) for a cluster of 2 separate species, CH3N3O2S in total in a non-equilibrium geometry.

Element x y z (Å)
C: -1.26232 1.09117 -0.44473
N: -1.20207 0.27018 0.44511
N: -1.50421 1.90985 -1.29523
N: -0.73286 -0.01819 1.73004
O: 3.01565 -1.72392 -1.80194
O: 1.89436 -1.50744 0.43200
S: 2.27506 -0.87339 -0.83445
H: -1.12543 1.88931 -2.19194
H: -1.50478 -0.51748 2.31562
H: 0.14660 -0.52009 1.64553

Atomic forces in eV per Å
C 0.77 -1.87 3.14
N -0.85 -0.11 -1.01
N -0.95 1.24 0.08
N -1.25 0.21 0.98
O -1.72 2.12 2.15
O 0.46 1.14 -1.80
S 1.19 -3.21 -0.33
H 0.67 -0.07 -1.53
H 2.11 0.87 -1.90
H -0.44 -0.32 0.22

Properties
- E_HOMO (eV) = -8.7
- energy relative to the best compared isomer or geometry (same formula, charge and spin) (eV) = 2.381

natural (NBO) atomic charge list, values in e, 4 entries: 0.633 -0.386 -0.753 -0.651


Density functional theory data (ωB97M-V/def2-TZVPD) for the molecule C5H9N in a non-equilibrium geometry.

Element x y z (Å)
C: 2.82131 -0.39769 1.31664
C: 1.79298 -0.59026 0.45262
C: 0.73451 0.37393 0.15055
C: -0.37361 -0.13906 -0.40862
C: -1.65631 0.72662 -0.37322
N: -2.76021 -0.09093 -0.92526
H: 3.35322 -1.23011 1.76407
H: 2.80684 0.53812 1.89169
H: 1.85604 -1.56992 -0.06266
H: 0.91692 1.39699 0.44290
H: -0.52566 -1.17606 -0.71216
H: -1.31453 1.58083 -0.97529
H: -1.92747 1.04396 0.64089
H: -2.38109 -0.60108 -1.72023
H: -3.32296 0.59229 -1.44193

Atomic forces in eV per Å
C -2.09 0.55 0.48
C 2.44 -0.51 0.20
C 0.52 -2.39 -0.88
C -1.13 1.89 1.69
C 1.33 -1.33 -0.75
N -0.03 1.43 -1.04
H 0.42 0.13 -0.57
H 0.37 -0.28 -0.21
H -0.82 0.60 0.24
H -0.50 0.16 0.15
H 0.49 0.16 0.22
H -0.87 0.30 0.06
H 0.25 -0.06 -0.25
H 0.14 -0.31 0.19
H -0.53 -0.34 0.47

Properties
- structure (SMILES) = C=C/C=C/CN
- E_HOMO (eV) = -8.5
- energy relative to the best compared isomer or geometry (same formula, charge and spin) (eV) = 2.029

natural (NBO) atomic charge list, values in e, 4 entries: -0.412 -0.192 -0.243 -0.153


Density functional theory data (ωB97M-V/def2-TZVPD) for a cluster of 3 separate species, C3H12N2O2 in total in a non-equilibrium geometry.

Element x y z (Å)
C: -0.93907 -0.65159 -1.49112
C: -1.40556 -0.35602 -0.08035
N: -0.61546 0.64914 0.62915
C: 0.67330 0.06235 0.97325
N: 1.62768 1.11608 1.18736
H: -1.33445 -1.59592 -1.84888
H: -1.13345 0.20247 -2.17524
H: 0.17722 -0.76609 -1.40719
H: -1.26918 -1.21402 0.50964
H: -2.47236 -0.08417 -0.05493
H: -0.37937 1.38090 -0.11430
H: 1.06229 -0.59456 0.15765
H: 0.53134 -0.66573 1.84373
H: 1.63412 1.65552 0.29338
H: 0.87199 2.58774 -1.87492
O: 0.61231 1.81824 -1.27900
H: 0.03957 -3.44539 0.65507
H: 1.38749 1.69058 2.03443
O: -0.13390 -2.54777 0.38591

Atomic forces in eV per Å
C 1.92 -0.01 -0.57
C -1.60 2.87 0.65
N 0.87 -3.51 -2.09
C -0.34 1.36 2.14
N -0.28 0.23 0.54
H -0.19 0.04 0.02
H -0.10 -0.52 0.59
H -1.26 0.02 -0.66
H 0.25 -2.42 0.81
H 0.33 0.46 -0.26
H -0.07 2.47 -0.58
H -0.32 -0.44 -0.03
H 0.18 0.79 -1.05
H -0.01 -0.05 0.95
H -1.19 -1.12 1.30
O 0.92 0.44 -0.62
H 0.03 -0.77 0.32
H 0.53 -0.75 -1.32
O 0.34 0.93 -0.14

Properties
- E_HOMO (eV) = -9.3
- energy relative to the best compared isomer or geometry (same formula, charge and spin) (eV) = 9.360

natural (NBO) atomic charge list, values in e, 4 entries: -0.577 -0.255 -0.301 -0.119


Density functional theory data (ωB97M-V/def2-TZVPD) for a cluster of 7 separate species, C32H51BCl2FN8O3 in total in a non-equilibrium geometry.

Element x y z (Å)
C: -4.56484 2.43948 1.52892
C: -5.36242 2.88799 0.16053
O: -4.64828 2.44824 -1.07578
C: -3.82663 3.59287 -1.51566
O: -4.35611 4.41665 -2.42649
C: -2.32580 3.73396 -0.84335
C: -1.55130 2.25427 -0.85109
C: 0.05533 2.57914 -0.86817
C: 1.01562 1.38403 -0.28873
N: 2.37924 1.65613 0.38094
C: 3.06760 2.97879 0.67348
C: 2.28172 3.61361 2.00455
C: 3.12493 4.01526 -0.60072
C: 2.47578 5.51089 -0.27269
C: 2.96009 0.31700 0.77718
B: 4.34275 -0.11564 1.55440
C: 4.44161 -0.94264 2.98179
O: 5.65406 0.30059 0.94930
C: 1.97465 -0.93047 0.37614
C: 2.16362 -2.54051 0.62577
C: 3.32673 -3.25258 -0.28524
C: 2.82440 -3.34544 -1.85832
F: 2.18910 -4.63974 -2.20544
N: 0.85575 -0.13116 -0.28430
C: -0.32808 -0.91631 -0.86679
Cl: -0.51057 -1.40083 -2.65181
C: -1.40974 -1.25909 0.14169
C: -1.31494 -0.84703 1.74377
Cl: -2.94333 -2.17166 -0.44205
H: -4.95136 1.38325 1.88854
H: -4.83212 3.22775 2.37781
H: -3.39959 2.45378 1.42251
H: -6.46793 2.45217 0.21194
H: -5.36187 4.07999 0.14617
H: -2.46472 4.06006 0.27676
H: -1.74716 4.55531 -1.44342
H: -1.91799 1.59207 0.04221
H: -1.80391 1.78531 -1.91976
H: 0.46585 2.88756 -1.92203
H: 0.22502 3.52196 -0.15703
H: 4.19687 2.84529 1.03547
H: 1.18624 3.95049 1.76804
H: 2.93177 4.43821 2.54847
H: 2.19199 2.71370 2.78211
H: 4.24162 4.22969 -0.96091
H: 2.56182 3.60073 -1.54351
H: 2.97440 5.97766 0.67801
H: 2.72402 6.22102 -1.18477
H: 1.29296 5.47061 -0.15559
H: 3.36955 -1.33383 3.24623
H: 4.78238 -0.17426 3.80573
H: 5.26096 -1.80691 2.93105
H: 6.38200 0.04326 1.61876
H: 1.14621 -3.13218 0.53102
H: 2.49945 -2.67664 1.76329
H: 4.33789 -2.64873 -0.30186
H: 3.60372 -4.33732 0.12769
H: 2.04753 -2.48068 -2.02729
H: 3.75762 -3.16823 -2.56649
H: -2.03300 -1.57177 2.34221
H: -0.20246 -1.06427 2.11584
H: -1.50642 0.28822 1.95672
C: -7.32948 6.19200 1.75131
C: -5.85896 6.03642 2.10310
N: -4.63904 5.90736 2.39499
H: -7.43523 6.81272 0.85734
H: -7.77240 5.21112 1.55823
H: -7.86273 6.66674 2.57948
C: 2.72503 -6.14536 3.52517
C: 3.85727 -5.55316 2.70192
N: 4.79659 -5.06190 2.01899
H: 1.90286 -5.42819 3.59851
H: 2.35849 -7.06009 3.05135
H: 3.08065 -6.38339 4.53138
C: 2.54263 -10.00105 0.49908
C: 2.77297 -9.94817 2.00059
N: 2.96401 -9.90430 3.24624
H: 3.19568 -9.28246 -0.00374
H: 2.76122 -11.00442 0.12350
H: 1.50155 -9.75505 0.27272
C: -2.66827 -3.39896 -4.83141
C: -3.47263 -3.01804 -6.06361
N: -4.13987 -2.70200 -7.08584
H: -3.33220 -3.49495 -3.96789
H: -2.16043 -4.35288 -4.99794
H: -1.92048 -2.62927 -4.62171
C: 4.33078 5.24927 -4.24586
C: 5.09894 5.37882 -2.94066
N: 5.73617 5.48624 -1.85786
H: 4.02892 6.23862 -4.60048
H: 4.96095 4.77622 -5.00393
H: 3.43721 4.63779 -4.09344
C: -6.79762 -3.38940 -0.47242
C: -6.87254 -4.41730 0.64481
N: -6.93465 -5.27001 1.57167
H: -6.87925 -3.88690 -1.44274
H: -7.61412 -2.66915 -0.37169
H: -5.84432 -2.85596 -0.42493

Atomic forces in eV per Å
C -0.80 0.19 0.49
C 0.34 0.94 1.45
O 1.17 2.80 0.60
C -2.98 2.90 -3.91
O 3.89 -5.21 5.97
C -0.78 -0.63 -0.01
C -0.09 0.94 -1.75
C 0.34 -0.08 1.16
C 3.40 -1.90 1.67
N -2.63 -5.39 -1.56
C 0.21 2.14 1.23
C 0.33 -1.24 0.59
C -0.05 0.98 -0.58
C 0.11 -0.20 -0.46
C -3.44 -2.41 -1.34
B 3.21 1.06 -0.45
C -0.34 0.03 -0.20
O -2.21 -1.37 2.97
C 1.47 6.37 0.16
C 0.23 -0.13 0.91
C -0.14 -0.47 -1.15
C 0.60 0.52 0.29
F 1.23 2.65 0.93
N 0.73 0.52 -0.23
C -3.69 -0.40 3.65
Cl 0.75 1.11 2.98
C 2.75 1.23 -2.45
C 0.70 -1.11 -0.40
Cl 2.73 1.55 1.01
H 1.03 2.08 -0.79
H 0.55 -1.71 -1.82
H -2.29 -0.12 0.06
H 2.54 0.96 -0.55
H -0.42 -2.60 0.05
H 0.19 -0.40 -2.23
H -1.15 -1.65 1.13
H 0.87 1.28 -1.92
H 0.41 0.57 2.65
H -0.99 -0.76 1.94
H -0.06 -2.22 -1.45
H -2.65 -0.54 -0.99
H 2.27 -0.39 0.42
H -1.53 -1.58 -1.44
H 0.20 1.91 -1.64
H -2.57 -0.85 1.17
H 1.05 0.52 1.89
H -1.09 -0.91 -1.84
H -0.52 -1.51 1.90
H 2.58 0.14 -0.13
H 2.24 0.50 -0.11
H -0.71 -1.47 -1.49
H -1.97 1.76 0.15
H -1.64 0.52 -1.69
H 1.97 1.49 -0.09
H -0.76 0.58 -2.44
H -2.13 -0.99 0.24
H -0.85 2.54 -0.84
H 1.34 -1.92 0.05
H -2.13 -0.72 1.36
H 1.40 1.80 -1.32
H -2.42 0.41 -0.94
H 0.02 -2.24 -0.63
C 1.19 -0.09 0.29
C 8.00 -0.80 1.92
N -9.71 0.96 -2.38
H 0.15 -0.10 0.15
H 0.18 0.11 0.05
H 0.20 -0.08 -0.08
C 0.91 0.47 -0.68
C 6.13 3.17 -4.39
N -7.48 -3.84 5.46
H 0.20 -0.02 -0.07
H 0.19 0.11 0.05
H 0.05 0.03 -0.23
C 0.19 0.03 1.21
C 1.26 0.29 8.19
N -1.55 -0.24 -9.96
H -0.05 -0.10 0.19
H -0.01 0.15 0.18
H 0.16 -0.05 0.15
C -0.68 0.28 -1.06
C -4.44 2.11 -6.80
N 5.38 -2.53 8.25
H 0.04 0.05 -0.20
H -0.12 0.16 -0.06
H -0.21 -0.11 -0.17
C 0.67 0.14 1.06
C 4.33 0.82 6.96
N -5.03 -0.80 -8.74
H 0.11 -0.12 0.16
H -0.02 0.08 0.21
H 0.17 0.08 0.09
C -0.09 -0.88 0.91
C -0.40 -5.66 6.16
N 0.54 6.88 -7.45
H -0.01 -0.01 0.22
H 0.11 -0.18 0.06
H -0.15 -0.13 0.09

Properties
- charge = +1
- E_HOMO (eV) = -12.1

Löwdin atomic charge list, values in e, 4 entries: -0.099 -0.198 -0.130 -0.274


Density functional theory data (ωB97M-V/def2-TZVPD) for a cluster of 2 separate species, C3H5N3 in total in a non-equilibrium geometry.

Element x y z (Å)
C: 1.87342 -0.08193 -0.36663
C: -0.77271 0.45649 -0.13455
C: -1.35353 0.01244 1.07016
N: 2.66337 -0.94208 -0.72824
N: 1.16600 0.49779 0.42046
N: -0.85174 0.66326 -1.34749
H: -2.42542 -0.12408 1.01364
H: -0.75363 -0.96495 1.37002
H: -1.16352 0.67855 1.97237
H: -1.70055 0.49542 -1.87644
H: 3.31832 -0.69089 -1.39332

Atomic forces in eV per Å
C -0.44 -0.46 1.97
C 4.10 0.72 -2.94
C 0.74 -1.63 3.63
N -0.45 -1.15 0.01
N -3.47 1.32 -0.61
N 0.02 -0.45 1.71
H -0.23 -0.32 -0.22
H -1.52 1.77 -0.68
H 0.02 -0.49 -1.43
H -0.32 0.21 0.29
H 1.56 0.48 -1.73

Properties
- E_HOMO (eV) = -8.7
- energy relative to the best compared isomer or geometry (same formula, charge and spin) (eV) = 3.365

natural (NBO) atomic charge list, values in e, 4 entries: 0.551 0.597 -0.761 -0.736


Density functional theory data (ωB97M-V/def2-TZVPD) for the molecule NO3P in a non-equilibrium geometry.

Element x y z (Å)
O: -1.81128 0.68539 0.01837
N: -1.19725 -0.28244 0.41051
O: 0.05751 -0.30657 0.11367
P: 1.46856 0.13947 -0.44374
O: 2.25164 0.12996 0.77666

Atomic forces in eV per Å
O 1.72 -1.73 0.74
N -4.81 1.57 -0.09
O 0.43 -0.70 -0.29
P 1.44 0.52 -0.60
O 1.21 0.34 0.24

Properties
- structure (SMILES) = O=NOP=O
- E_HOMO (eV) = -10.8
- energy relative to the best compared isomer or geometry (same formula, charge and spin) (eV) = 0.905

natural (NBO) atomic charge list, values in e, 4 entries: -0.292 0.403 -0.692 1.555


Density functional theory data (ωB97M-V/def2-TZVPD) for the molecule C8H7NOS in a non-equilibrium geometry.

Element x y z (Å)
N: 2.06934 2.20366 0.54538
C: 1.48039 1.26028 0.33168
C: 0.90734 -0.02045 0.03951
C: -0.53270 0.15594 0.10058
C: -1.28406 1.21516 -0.32019
C: -2.70861 0.93587 -0.30586
C: -2.93636 -0.28097 0.18748
S: -1.53457 -1.21268 0.49731
C: 1.65857 -0.81523 -1.10376
O: 2.19333 -1.72071 -0.18598
C: 1.75158 -1.15569 1.07326
H: -0.99825 2.07881 -0.87126
H: -3.41755 1.73454 -0.29122
H: -3.98776 -0.60345 0.32411
H: 1.16202 -1.27471 -1.98362
H: 2.46245 -0.02872 -1.40028
H: 2.61837 -0.74174 1.66389
H: 1.09649 -1.72990 1.69896

Atomic forces in eV per Å
N 0.92 1.97 0.49
C 0.07 -1.06 -0.75
C 1.42 -1.15 1.70
C -1.53 -0.68 -0.49
C -1.22 -0.92 -0.60
C 2.19 0.90 1.21
C -2.29 -1.24 -0.06
S -0.26 0.61 0.09
C 1.17 2.66 0.75
O 0.58 -1.99 0.91
C -0.21 2.60 -2.83
H 0.99 0.71 0.27
H -0.56 0.13 -0.68
H 1.09 -0.37 0.24
H 0.00 0.36 0.80
H -1.03 -1.64 -0.34
H -1.03 -0.15 -0.69
H -0.29 -0.74 -0.03

Properties
- structure (SMILES) = N#CC1(c2cccs2)COC1
- E_HOMO (eV) = -9.3
- energy relative to the best compared isomer or geometry (same formula, charge and spin) (eV) = 3.160

natural (NBO) atomic charge list, values in e, 4 entries: -0.311 0.281 -0.203 -0.219


Density functional theory data (ωB97M-V/def2-TZVPD) for the molecule C5H3Br in a non-equilibrium geometry.

Element x y z (Å)
C: 0.65768 1.62301 1.27121
C: 1.53064 2.48431 1.44724
C: -0.55279 -1.12589 -1.07904
C: 0.03259 -0.03422 -0.55301
C: 0.18591 0.33020 0.84687
Br: -0.34471 -1.03324 2.04789
H: -0.66577 -1.01152 -2.08581
H: -0.94604 -2.09559 -0.61653
H: 0.10249 0.86294 -1.27881

Atomic forces in eV per Å
C -2.96 -6.06 -1.65
C 1.54 1.77 0.42
C 0.16 -0.89 2.75
C -1.13 1.68 -0.95
C 1.18 2.98 1.05
Br 0.31 0.60 0.11
H -0.52 -0.30 -2.73
H 0.92 1.78 -0.35
H 0.49 -1.58 1.35

Properties
- E_HOMO (alpha / beta) (eV) = -10.0 / -10.0
- energy relative to the best compared isomer or geometry (same formula, charge and spin) (eV) = 2.142

natural (NBO) atomic charge list, values in e, 4 entries: -0.464 0.110 -0.240 -0.314